Record 1
The following is a quantum chemistry calculation of C49H92InN3O19 as an isolated structure at a distorted geometry, from the OMol25 dataset.

The geometry in XYZ format:
```
164
Properties=species:S:1:pos:R:3
In 25.267 -25.130 24.251
C 26.126 -22.292 20.555
C 25.070 -21.851 21.668
O 25.259 -22.538 22.889
H 26.090 -23.380 20.499
H 27.159 -21.977 20.700
H 25.892 -21.946 19.548
H 24.121 -22.139 21.216
H 25.061 -20.776 21.846
C 29.903 -24.166 20.817
C 29.726 -25.426 19.975
C 28.405 -25.562 19.201
O 28.758 -25.524 17.846
C 30.114 -25.463 17.757
O 30.702 -25.544 16.703
O 30.693 -25.444 18.940
H 29.222 -24.105 21.665
H 29.782 -23.267 20.214
H 30.880 -24.293 21.285
H 29.852 -26.345 20.548
H 27.747 -24.718 19.411
H 27.881 -26.438 19.583
C 28.847 -18.928 24.530
C 27.454 -18.343 24.449
C 26.224 -19.242 24.229
O 25.202 -18.570 25.003
C 25.913 -17.961 26.015
O 25.396 -17.612 27.091
O 27.172 -17.685 25.628
H 29.019 -19.486 23.610
H 29.051 -19.643 25.328
H 29.537 -18.089 24.439
H 27.569 -17.777 23.524
H 26.283 -20.284 24.543
H 25.825 -19.289 23.216
C 25.081 -25.229 16.696
C 24.187 -25.670 17.851
C 24.221 -27.208 18.111
O 24.379 -27.119 19.498
C 24.498 -25.911 19.964
O 24.675 -25.638 21.144
O 24.574 -24.999 18.981
H 24.609 -25.703 15.836
H 26.101 -25.498 16.970
H 25.038 -24.141 16.732
H 23.169 -25.400 17.569
H 25.169 -27.665 17.826
H 23.409 -27.809 17.703
C 23.203 -21.781 16.939
C 23.121 -21.090 18.333
C 23.879 -19.776 18.455
O 23.039 -18.974 19.277
C 21.880 -19.615 19.415
O 20.966 -19.148 20.031
O 21.851 -20.748 18.644
H 24.030 -22.488 16.872
H 23.239 -21.065 16.117
H 22.344 -22.416 16.724
H 23.330 -21.803 19.131
H 24.254 -19.388 17.507
H 24.796 -19.928 19.025
C 30.286 -21.465 16.296
C 29.019 -22.333 16.200
C 28.024 -22.225 17.367
O 26.919 -21.537 16.856
C 27.042 -21.421 15.567
O 26.148 -20.961 14.826
O 28.272 -21.696 15.181
H 30.230 -20.505 16.809
H 30.791 -21.238 15.357
H 31.013 -21.988 16.917
H 29.283 -23.377 16.034
H 28.415 -21.562 18.139
H 27.706 -23.213 17.701
C 21.053 -22.600 26.404
C 22.335 -21.826 26.301
C 22.083 -20.370 26.871
C 21.982 -20.304 28.385
C 23.225 -20.837 29.053
C 23.609 -22.286 28.560
N 23.482 -22.449 27.083
O 23.877 -23.658 26.625
C 25.098 -22.454 29.029
C 22.708 -23.362 29.272
C 22.743 -21.653 24.783
H 20.164 -22.140 25.973
H 20.877 -22.874 27.444
H 21.142 -23.557 25.889
H 22.935 -19.743 26.609
H 21.170 -19.967 26.433
H 21.099 -20.844 28.728
H 21.835 -19.269 28.692
H 23.260 -20.759 30.140
H 23.954 -20.079 28.767
H 25.442 -23.482 28.916
H 25.820 -21.753 28.612
H 25.227 -22.157 30.070
H 21.686 -23.016 29.429
H 22.549 -24.206 28.601
H 23.093 -23.687 30.238
H 22.147 -20.843 24.362
H 22.677 -22.506 24.108
H 23.679 -21.093 24.764
H 23.338 -24.284 27.114
C 31.302 -15.185 18.018
C 30.601 -16.272 18.882
C 30.229 -15.441 20.193
C 29.151 -16.102 21.086
C 28.021 -16.404 20.116
C 28.334 -17.333 18.938
N 29.424 -16.747 18.153
O 29.729 -17.476 17.042
C 28.522 -18.794 19.444
C 27.005 -17.371 18.065
C 31.585 -17.344 19.285
H 31.727 -15.495 17.064
H 32.149 -14.718 18.522
H 30.565 -14.445 17.708
H 31.130 -15.375 20.803
H 29.915 -14.440 19.899
H 28.863 -15.313 21.781
H 29.522 -17.002 21.576
H 27.640 -15.456 19.738
H 27.195 -16.810 20.700
H 28.984 -19.239 18.562
H 29.196 -18.739 20.299
H 27.706 -19.474 19.687
H 27.085 -18.100 17.258
H 26.072 -17.522 18.607
H 26.909 -16.355 17.682
H 31.601 -18.252 18.683
H 31.394 -17.801 20.256
H 32.607 -16.965 19.248
H 29.471 -16.925 16.300
C 26.952 -26.341 27.288
C 28.227 -25.462 27.035
C 29.333 -26.498 26.522
C 30.503 -25.823 25.773
C 29.988 -24.747 24.766
C 29.028 -23.771 25.319
N 27.931 -24.428 26.014
O 26.892 -23.627 26.394
C 29.692 -22.792 26.299
C 28.446 -23.061 24.134
C 28.678 -24.969 28.374
H 26.046 -25.735 27.276
H 27.023 -26.924 28.205
H 26.755 -26.884 26.363
H 29.741 -27.070 27.356
H 28.839 -27.140 25.793
H 31.079 -26.607 25.279
H 31.108 -25.267 26.489
H 29.708 -25.227 23.828
H 30.825 -24.157 24.393
H 30.417 -23.329 26.911
H 30.290 -22.047 25.774
H 28.973 -22.224 26.889
H 27.704 -22.310 24.403
H 29.294 -22.673 23.569
H 27.934 -23.644 23.368
H 29.736 -24.707 28.396
H 28.550 -25.678 29.193
H 28.222 -24.023 28.664
H 27.297 -23.118 27.100
```

Summary:
* spin multiplicity: 1
* E_tot: -100825.589 eV
* net charge: +2

These are the Löwdin partial charges, in e, on atoms 1 to 4: 1.12, -0.03, -0.26, -0.19

***

Record 2
The following is a quantum chemistry calculation of C49H95BN5O13Tl as an isolated structure at a distorted geometry, from the OMol25 dataset.

The geometry in XYZ format:
```
164
Properties=species:S:1:pos:R:3
Tl 6.132 -5.006 -1.586
O 3.343 -4.132 -1.262
C 2.540 -3.216 -0.938
O 1.634 -3.217 0.049
B 1.164 -1.781 0.227
O 1.750 -1.072 -0.974
C 2.593 -1.865 -1.655
O 3.336 -1.690 -2.627
O 1.774 -1.337 1.461
C 0.748 -0.728 2.218
O 0.924 -0.181 3.296
C -0.558 -0.786 1.444
O -0.289 -1.507 0.335
O -1.682 -0.303 1.813
C 1.418 1.773 6.053
C 0.363 1.013 6.949
C 0.394 -0.414 6.539
C -0.216 -1.452 7.542
C 0.615 -1.421 8.754
C 0.513 0.006 9.406
N 0.814 1.090 8.402
O 0.751 2.366 8.856
C -0.822 0.249 10.117
C 1.590 -0.007 10.455
C -1.107 1.387 6.824
H 2.448 1.526 6.312
H 1.458 2.845 6.245
H 1.360 1.497 5.001
H -0.118 -0.431 5.577
H 1.385 -0.849 6.410
H -0.054 -2.432 7.091
H -1.269 -1.433 7.825
H 1.605 -1.663 8.365
H 0.264 -2.235 9.387
H -1.637 -0.036 9.453
H -0.937 -0.340 11.027
H -0.930 1.293 10.413
H 2.628 -0.067 10.126
H 1.594 1.017 10.829
H 1.502 -0.687 11.302
H -1.291 1.696 5.794
H -1.517 2.231 7.379
H -1.716 0.518 7.074
H 1.401 2.874 8.366
C 6.368 2.139 -4.884
C 5.079 2.197 -3.980
C 5.603 1.881 -2.602
C 4.634 2.099 -1.449
C 4.286 3.576 -1.504
C 3.709 4.160 -2.881
N 4.454 3.570 -3.964
O 3.913 3.895 -5.192
C 2.222 3.726 -2.920
C 3.732 5.647 -2.874
C 4.060 1.047 -4.436
H 6.821 1.148 -4.863
H 7.054 2.932 -4.585
H 6.204 2.414 -5.926
H 5.985 0.861 -2.570
H 6.558 2.399 -2.504
H 4.992 1.898 -0.439
H 3.736 1.489 -1.543
H 4.973 4.202 -0.934
H 3.575 3.554 -0.679
H 1.529 4.253 -2.265
H 1.781 3.976 -3.884
H 2.271 2.637 -2.922
H 3.478 5.977 -3.882
H 2.925 6.074 -2.278
H 4.710 6.094 -2.694
H 4.452 0.382 -5.207
H 3.135 1.400 -4.892
H 3.795 0.402 -3.598
H 4.515 4.588 -5.472
C 1.972 -6.584 -3.785
C 2.641 -6.209 -5.115
C 1.600 -5.125 -5.778
C 2.219 -4.163 -6.829
C 3.391 -3.489 -6.266
C 4.434 -4.481 -5.712
N 3.951 -5.543 -4.796
O 4.915 -6.328 -4.217
C 5.288 -5.072 -6.882
C 5.399 -3.528 -4.901
C 2.824 -7.357 -5.971
H 0.888 -6.597 -3.902
H 2.197 -5.716 -3.166
H 2.368 -7.490 -3.325
H 0.827 -5.745 -6.231
H 1.109 -4.537 -5.001
H 1.484 -3.365 -6.927
H 2.288 -4.543 -7.849
H 3.209 -2.765 -5.472
H 3.903 -2.956 -7.067
H 5.887 -4.315 -7.390
H 6.007 -5.807 -6.522
H 4.528 -5.576 -7.479
H 4.879 -3.088 -4.049
H 6.292 -4.094 -4.637
H 5.793 -2.784 -5.593
H 2.016 -8.087 -6.017
H 3.656 -7.992 -5.664
H 3.194 -6.927 -6.901
H 5.248 -6.839 -4.959
C -5.272 3.802 3.954
C -5.253 2.294 4.374
C -6.401 2.180 5.411
C -7.744 2.048 4.746
C -7.742 0.926 3.840
C -6.689 1.037 2.665
N -5.379 1.411 3.180
O -4.385 1.598 2.104
C -6.687 -0.455 2.065
C -7.276 1.977 1.608
C -3.874 1.894 5.053
H -5.348 4.471 4.811
H -6.156 4.012 3.352
H -4.396 3.987 3.332
H -6.252 1.372 6.127
H -6.513 3.091 5.999
H -7.992 3.021 4.323
H -8.463 1.891 5.550
H -8.745 1.028 3.427
H -7.470 0.019 4.380
H -6.009 -0.984 2.735
H -7.692 -0.822 2.273
H -6.273 -0.605 1.068
H -6.658 2.071 0.715
H -8.261 1.589 1.349
H -7.420 2.925 2.126
H -4.052 0.932 5.534
H -3.433 2.555 5.799
H -3.128 1.842 4.260
H -3.817 0.838 2.250
C -2.516 -0.916 -4.817
C -2.281 -0.028 -3.527
C -1.074 0.863 -3.675
C -1.114 2.274 -3.030
C -2.441 2.950 -2.987
C -3.600 1.999 -2.577
N -3.530 0.738 -3.412
O -4.700 -0.054 -3.461
C -3.503 1.769 -1.006
C -4.927 2.641 -2.743
C -2.182 -0.906 -2.324
H -1.587 -1.265 -5.268
H -2.869 -0.323 -5.661
H -3.305 -1.651 -4.659
H -0.169 0.452 -3.228
H -0.777 1.028 -4.711
H -0.549 2.891 -3.727
H -0.535 2.442 -2.122
H -2.661 3.466 -3.922
H -2.251 3.722 -2.241
H -3.871 2.619 -0.431
H -3.978 0.812 -0.792
H -2.525 1.690 -0.530
H -5.035 3.678 -2.426
H -5.175 2.611 -3.804
H -5.729 2.137 -2.203
H -2.068 -0.470 -1.332
H -1.402 -1.663 -2.405
H -3.109 -1.457 -2.162
H -4.612 -0.599 -2.675
```

Summary:
* spin multiplicity: 1
* E_tot: -91767.262 eV
* net charge: +2
* ΔE to the lowest compared entry with this formula, charge and spin: 5.815 eV

These are the Löwdin partial charges, in e, on atoms 1 to 4: 1.06, -0.08, -0.32, 0.22

***

Record 3
The following is a quantum chemistry calculation of C49H95BN5O15TlV as an isolated structure at a distorted geometry, from the OMol25 dataset.

The geometry in XYZ format:
```
167
Properties=species:S:1:pos:R:3
Tl -1.925 -0.619 -6.257
O -6.189 5.406 1.203
V -5.110 4.524 0.473
O -5.457 3.020 0.751
O -2.704 3.786 -0.352
C -1.766 3.032 -0.411
O -1.220 2.593 -1.525
B -0.350 1.460 -1.189
O -0.326 1.383 0.261
C -1.154 2.280 0.753
O -1.278 2.544 1.914
O -0.896 0.222 -1.840
C -0.154 -0.088 -2.863
O -0.536 -0.800 -3.768
C 1.195 0.664 -2.708
O 0.983 1.593 -1.799
O 2.245 0.414 -3.223
C 5.349 0.392 -4.177
C 5.560 -1.129 -4.230
C 4.219 -1.850 -4.013
C 3.281 -2.058 -5.164
C 4.112 -2.643 -6.331
C 5.344 -1.779 -6.698
N 6.118 -1.514 -5.531
O 7.427 -1.083 -5.757
C 6.081 -2.520 -7.856
C 4.816 -0.500 -7.457
C 6.539 -1.667 -3.182
H 6.252 0.972 -4.369
H 5.172 0.546 -3.109
H 4.474 0.677 -4.751
H 4.543 -2.797 -3.577
H 3.706 -1.303 -3.227
H 2.758 -1.134 -5.413
H 2.560 -2.823 -4.876
H 3.446 -2.875 -7.163
H 4.412 -3.653 -6.034
H 5.540 -2.855 -8.735
H 6.981 -1.938 -8.037
H 6.367 -3.494 -7.436
H 4.103 0.112 -6.902
H 5.621 0.086 -7.898
H 4.227 -0.894 -8.284
H 6.165 -1.412 -2.181
H 7.598 -1.425 -3.213
H 6.477 -2.755 -3.079
H 7.236 -0.138 -5.930
C -0.710 1.606 5.116
C 0.234 2.117 6.229
C -0.624 3.048 7.128
C 0.115 3.465 8.409
C 0.390 2.102 9.122
C 1.318 1.151 8.371
N 0.767 0.999 7.023
O 1.472 0.090 6.286
C 2.749 1.752 8.355
C 1.357 -0.205 9.113
C 1.295 2.995 5.545
H -0.110 1.063 4.374
H -1.086 2.473 4.590
H -1.429 0.912 5.549
H -0.858 3.998 6.649
H -1.470 2.447 7.467
H -0.608 3.975 9.041
H 1.018 4.019 8.169
H -0.627 1.721 9.241
H 0.782 2.225 10.131
H 3.391 1.130 7.726
H 2.762 2.755 7.937
H 3.232 1.753 9.331
H 1.458 -0.022 10.179
H 0.483 -0.838 8.961
H 2.212 -0.757 8.722
H 0.926 3.511 4.662
H 2.047 2.274 5.197
H 1.855 3.673 6.186
H 0.875 -0.059 5.525
C 0.923 -4.455 -0.130
C 1.956 -3.311 -0.162
C 1.320 -2.134 0.599
C 2.360 -1.098 1.016
C 3.221 -1.708 2.082
C 3.921 -3.011 1.574
N 3.108 -3.770 0.621
O 3.762 -4.788 -0.043
C 5.244 -2.598 0.960
C 4.128 -3.916 2.791
C 2.370 -2.841 -1.556
H 0.251 -4.556 -0.985
H 0.370 -4.471 0.808
H 1.368 -5.455 -0.123
H 0.528 -1.740 -0.036
H 0.913 -2.478 1.554
H 1.936 -0.151 1.356
H 2.920 -0.840 0.108
H 2.628 -1.815 2.994
H 4.028 -1.035 2.366
H 5.950 -3.410 0.792
H 5.112 -2.052 0.016
H 5.718 -1.784 1.510
H 4.786 -3.530 3.575
H 3.212 -4.175 3.319
H 4.642 -4.817 2.444
H 1.658 -2.183 -2.051
H 2.549 -3.672 -2.245
H 3.350 -2.366 -1.532
H 4.388 -4.370 -0.663
C -5.091 -3.000 -8.205
C -4.989 -3.890 -6.987
C -4.327 -5.238 -7.307
C -4.152 -6.146 -6.082
C -3.238 -5.400 -5.135
C -3.824 -4.056 -4.680
N -4.166 -3.283 -5.888
O -4.619 -1.973 -5.530
C -4.893 -4.213 -3.598
C -2.613 -3.347 -4.032
C -6.445 -4.079 -6.531
H -5.378 -1.969 -8.003
H -4.112 -2.936 -8.696
H -5.790 -3.479 -8.885
H -4.858 -5.884 -8.014
H -3.400 -5.003 -7.838
H -5.122 -6.344 -5.620
H -3.790 -7.132 -6.371
H -2.227 -5.274 -5.529
H -3.045 -6.034 -4.260
H -5.850 -4.594 -3.949
H -5.114 -3.253 -3.129
H -4.566 -4.942 -2.858
H -2.180 -4.008 -3.281
H -2.903 -2.377 -3.626
H -1.824 -3.195 -4.774
H -7.048 -4.543 -7.312
H -6.557 -4.809 -5.728
H -6.889 -3.154 -6.160
H -5.524 -2.147 -5.217
C -2.573 6.879 1.642
C -2.859 6.326 3.039
C -3.381 7.588 3.848
C -3.944 7.173 5.175
C -5.061 6.175 4.966
C -4.550 4.891 4.293
N -3.882 5.258 3.016
O -3.477 4.137 2.240
C -3.700 4.035 5.261
C -5.793 4.052 4.015
C -1.530 5.898 3.687
H -2.254 6.004 1.061
H -1.745 7.583 1.655
H -3.472 7.323 1.215
H -2.512 8.243 3.948
H -4.019 8.184 3.191
H -4.377 7.996 5.751
H -3.103 6.830 5.784
H -5.982 6.605 4.564
H -5.464 6.002 5.973
H -2.807 3.604 4.799
H -3.359 4.591 6.137
H -4.193 3.162 5.690
H -6.435 4.427 3.215
H -5.633 2.996 3.773
H -6.489 3.989 4.856
H -1.685 5.459 4.670
H -0.801 6.701 3.777
H -1.099 5.169 2.989
H -2.965 3.619 2.889
```

Summary:
* spin multiplicity: 1
* E_tot: -121543.332 eV
* net charge: +3

These are the Löwdin partial charges, in e, on atoms 1 to 4: 1.08, -0.23, 1.16, -0.22